[1]
6
Properties=species:S:1:pos:R:3:forces:R:3 method="wB97M-V/def2-TZVPD" s2=2.009 lumo_ev="0.82 / -2.68" gap_ev="8.573 / 7.129" e_above_lowest_kcal_mol=0.00 spin_multiplicity=3
S -0.34249 -1.70978 0.64286 -1.00 0.46 -0.75
H 2.23000 -1.77124 1.06695 -0.03 0.00 0.00
H -0.22745 1.31193 -1.25756 0.35 -0.09 0.03
S -1.49795 1.66964 -1.37982 -0.39 -0.14 -0.16
P 1.11752 -2.35132 1.73863 1.02 -0.45 0.76
H -1.27962 2.85077 -0.81105 0.05 0.23 0.12

[2]
60
Properties=species:S:1:pos:R:3:forces:R:3 method="wB97M-V/def2-TZVPD" lumo_ev=-0.28 gap_ev=9.747 e_above_lowest_kcal_mol=207.66
H -1.11322 -5.55347 2.47661 0.08 0.47 -1.12
O -1.61406 4.08026 -0.73291 -3.28 -3.07 -1.09
H -0.26010 -0.34296 2.56935 1.01 -2.10 3.35
O 2.51461 -1.73947 -0.95412 -0.28 -2.43 1.38
H -1.71881 -0.81063 1.90803 -3.98 -2.08 2.42
H 1.13178 -0.63028 -0.70265 0.29 -0.30 -0.72
O -3.06705 3.05524 1.54602 -2.56 -9.15 -5.69
H -2.92326 -1.14688 -1.68732 -0.62 0.24 -0.23
H 3.07294 0.38596 5.33768 -0.46 0.15 0.02
H 0.29978 0.52042 0.03320 1.36 -1.91 -0.07
H 3.48156 -0.89959 -0.01645 -0.28 -0.06 0.72
H -0.81875 4.48976 -0.61553 3.43 1.64 0.55
O 2.35397 0.17284 4.71774 2.04 -1.70 -0.54
O -1.91624 -1.78032 -4.56464 -0.94 1.41 -0.65
H -2.16913 -3.53216 -1.20271 2.24 -1.03 0.68
O 1.68986 3.35986 3.87630 -1.86 3.42 -1.79
O -3.56366 -2.80659 -0.00225 -0.81 -4.36 -1.23
O 2.12359 -1.32409 2.27632 1.45 1.33 -1.76
H -3.31632 2.58190 -3.16447 -2.62 2.58 0.91
H 2.82226 -0.57869 4.20663 -1.48 1.93 0.74
H 2.72292 -1.35721 -1.80336 0.68 -1.45 -0.74
H 1.33182 2.63080 0.20676 -1.03 -0.62 0.04
H 2.61924 2.66282 -3.62305 -4.10 4.46 1.80
O -2.58237 -1.23943 2.44241 0.17 2.37 -10.62
H 3.34835 1.16590 -1.26267 0.86 1.24 -0.10
H -3.70346 -2.11628 0.54276 -0.29 4.65 2.79
O -2.65327 2.07892 -3.52204 2.11 3.26 -4.89
H -1.33524 -3.19374 0.00421 0.61 -1.77 -2.19
O 0.66846 -0.43517 0.09266 -2.57 1.62 1.68
H -0.50694 -0.28671 4.09346 0.07 0.41 0.72
H 1.92515 -1.89283 2.97215 -1.35 -1.52 1.25
O 0.29025 1.88947 -3.08399 -0.22 -0.13 -0.06
H -0.40194 1.36812 -3.54820 0.36 1.02 0.53
H 3.44498 -0.33163 1.50340 1.27 -0.70 -2.54
H 1.69486 4.25761 4.29030 0.18 -1.45 -0.35
H -2.63968 1.41777 -2.95923 0.39 -5.95 4.04
H -3.00960 3.65437 2.12056 1.53 7.91 6.30
H 2.72132 -2.70395 -0.62863 -0.24 2.81 -2.13
H -1.40502 3.16292 -1.04523 -0.04 1.29 0.39
H -2.33277 -1.31215 3.25697 2.75 -0.69 7.51
H -1.20263 -2.33134 -4.80040 1.08 -1.19 -0.01
H -3.98772 -3.46715 0.60647 0.71 0.06 -1.29
O -0.72859 -6.06529 1.75451 0.38 -1.68 1.58
H -0.67337 -5.71975 0.88019 -0.50 1.30 -0.53
O 3.27371 2.14196 -1.38083 -0.30 -0.59 1.33
H -4.14878 -0.61694 -2.44530 -4.77 0.17 0.49
O -0.18752 -0.93196 3.46823 -0.41 2.03 -3.36
H -2.28972 -1.99924 -3.71709 0.05 -0.19 0.36
H 3.95252 2.49641 -1.96755 -0.14 -0.81 -0.04
H 2.71758 1.36867 -3.95390 -1.19 -2.79 -0.51
H -0.11740 2.61989 -2.56781 0.08 -1.03 -0.88
O -3.26378 -0.70012 -2.48006 5.30 -0.37 0.14
O -1.24691 -3.79281 -0.83939 -2.31 2.47 1.44
H 1.56243 1.90041 -0.97321 0.96 -0.43 -1.72
O 4.01430 -0.45816 0.65383 0.02 1.47 2.14
O 0.82995 2.02794 -0.39639 -0.47 2.31 1.84
H -2.58773 3.02672 0.74131 0.93 1.34 -0.39
H 2.13198 2.76630 4.40363 1.61 -2.05 2.03
O 3.25075 2.10922 -3.87325 5.24 -1.63 -2.35
H 1.49414 -1.29551 1.53292 -0.14 -0.11 0.45

[3]
61
Properties=species:S:1:pos:R:3:forces:R:3 method="wB97M-V/def2-TZVPD" lumo_ev=-2.37 gap_ev=10.894 charge=+1 e_above_lowest_kcal_mol=22.46
H 2.74116 0.03156 -3.41625 0.21 -0.31 0.17
H -0.03233 4.39033 0.36874 0.64 0.65 0.06
O -0.96623 0.46453 4.62742 0.82 0.00 0.50
H -4.48887 -0.05461 2.74977 -0.06 -0.21 0.37
H 4.01353 -1.40016 -0.14627 0.29 0.06 -0.32
H 0.72984 1.73163 -1.20017 0.34 0.12 0.17
H -3.55696 0.50565 1.06665 -0.23 -0.19 0.08
O -0.58293 3.61992 0.40680 -0.25 -0.36 -0.39
O 0.67852 -2.62347 -4.41573 0.15 -0.07 -0.39
O 2.05117 0.47348 4.35295 -0.83 -0.64 -0.34
H 2.58100 -4.53467 0.17413 0.16 0.10 0.05
H -1.20366 3.75249 -0.31802 -0.18 -0.22 0.04
H 2.17012 1.40734 4.18461 0.39 0.21 0.31
H -4.04488 -1.27885 1.95691 -0.03 0.37 0.40
H -2.64905 -0.72652 -4.74006 0.43 -0.30 -0.27
H 3.82878 -0.52449 -4.30237 0.03 0.07 0.00
H -0.76660 -1.10239 -0.39839 -0.14 -0.23 0.04
H -0.78387 1.63151 3.15061 0.00 -0.12 0.14
H -2.24594 0.31415 0.09007 -0.13 1.03 0.80
H -0.01079 0.29003 4.55516 0.14 -0.22 -0.38
O -0.67078 3.37982 5.00610 0.18 0.14 -0.18
O -2.49366 -1.14280 -3.88146 -0.80 0.04 -0.77
H 1.46317 3.47955 -4.07875 0.67 0.60 -0.83
O -0.16969 -3.07623 3.32314 -0.94 -0.56 0.33
H -1.27381 3.71755 4.33627 -0.20 -0.11 -0.04
O -2.45883 -1.33258 3.06886 -0.04 0.09 -0.07
H 2.17488 -4.92248 -1.24675 -0.02 -0.15 0.07
H 2.55710 0.18559 5.11491 0.26 0.41 0.08
O 1.97124 3.67103 -3.29893 -0.69 -0.66 1.92
O -1.11692 1.79993 2.25950 0.06 0.27 -0.26
H 1.18209 0.70813 -2.17984 -0.14 -0.24 -0.02
H -0.97937 0.79880 5.53447 -0.59 0.22 -0.09
H 1.62604 -1.21884 -1.63665 -0.21 -0.18 0.37
H 2.77797 4.17998 -3.34404 -0.07 0.02 -1.06
H 5.45475 -1.96294 0.14263 -0.09 0.20 -0.31
O 4.56407 -1.86796 0.48536 -0.25 -0.26 0.60
H 1.45779 -2.05932 -4.35998 0.13 0.02 0.17
H 0.95197 -3.40225 -3.92620 -0.24 -0.15 0.01
H -0.21494 0.29418 -0.41687 -0.22 -0.59 0.48
H 0.07304 -0.73669 -4.53400 0.15 -0.07 -0.08
H -1.89824 -2.10595 3.13780 0.30 -0.43 0.25
O 1.16269 0.86268 -1.22444 -0.17 0.69 -0.34
O -2.79005 1.00763 0.65552 0.21 -0.76 -0.47
H -0.08179 4.12535 5.15749 0.07 0.02 0.21
H 0.55962 -2.67932 3.79933 0.30 0.23 -0.51
H -1.54893 0.29994 -2.99188 -0.52 0.43 0.57
H -2.79307 1.17342 -2.56407 -0.03 0.03 -0.23
H -3.35153 -0.95403 -3.48113 0.10 -0.36 0.47
O 3.24931 0.23758 -4.20429 -0.06 0.22 -0.36
O -0.77735 -0.30685 0.14487 0.40 -0.21 -0.65
O 2.26435 -1.58284 -2.24808 0.53 0.04 -0.30
H -2.11033 1.21691 1.43516 -0.28 0.11 -0.29
H -0.54418 2.34541 1.68890 -0.20 0.01 0.48
H 0.64276 0.73338 -4.29384 0.04 -0.30 -0.63
H 2.46741 -2.48161 -1.96642 -0.08 -0.07 0.48
H -1.99280 -0.68414 3.61829 -0.05 0.05 0.10
H -0.13585 -2.93870 2.37505 0.75 0.29 0.01
O 0.12420 0.01060 -3.92966 -0.14 0.69 0.66
O -4.58035 -0.46956 1.89016 -0.33 0.19 -0.86
O 2.28278 -4.16684 -0.66248 -0.17 0.11 -0.28
O -1.98057 0.78217 -2.24319 0.63 0.26 0.31